w) The following is a DFT calculation (ωB97M-V/def2-TZVPD) of CHN2O2P as an isolated structure.

```
! RIJCOSX wB97M-V def2-TZVPD def2/J DEFGRID3
* xyz 0 1
C 1.539 -0.093 -1.341
N 2.445 0.488 -1.714
N -0.927 0.610 2.130
O -2.030 0.846 1.994
O -0.249 -0.360 0.849
P 0.160 -0.982 -0.599
H -0.938 -0.510 -1.319
*
```

The orbital gap (alpha / beta) is 0.26445 / 0.26442 Eh.

How is the electron density shared among the atoms? According to natural (NBO), the charges in e are: C -0.10; N -0.28; N 0.57; O -0.10; O -0.95; P 0.94; H -0.07



x) The following is a DFT calculation (ωB97M-V/def2-TZVPD) of a 2-piece molecular cluster, CHN2O2P overall.

```
! RIJCOSX wB97M-V def2-TZVPD def2/J DEFGRID3
* xyz 0 1
C -1.174 -0.936 0.354
N -2.299 -0.996 0.571
N 0.781 0.806 0.384
O 0.325 1.188 1.435
O 1.404 1.441 -0.422
P 0.558 -0.995 0.074
H 0.404 -0.508 -2.397
*
```

The orbital gap (alpha / beta) is 0.30451 / 0.31911 Eh.

How is the electron density shared among the atoms? According to natural (NBO), the charges in e are: C -0.17; N -0.20; N 0.31; O -0.35; O -0.34; P 0.72; H 0.04



Consider the structures shown above. The most stable of them is w).